No. 1
Molecular formula: C4H10FeO2
Method: DFT, the ωB97M-V functional and the def2-TZVPD basis

Cartesian coordinates (Å):
H1 0.834 -1.774 -1.424
H2 3.085 1.046 0.311
C1 -2.281 0.367 -0.056
H3 -2.907 -0.478 -0.376
H4 -0.993 -1.867 0.110
H5 -0.221 -0.766 1.283
C2 -0.336 -0.990 0.212
H6 1.898 0.225 1.336
Fe1 0.432 1.631 -0.721
O1 1.713 -0.093 -0.754
H7 -2.610 1.281 -0.563
H8 0.070 3.191 -0.093
O2 -0.931 0.135 -0.431
H9 1.589 -1.938 0.190
C3 1.001 -1.270 -0.463
C4 2.016 0.803 0.404
H10 -2.359 0.497 1.034

As for the spin multiplicity: 5. As for the HOMO-LUMO gap (alpha / beta): 7.222 / 8.217 eV. Its expectation value of S² is 6.017. The value obtained for the HOMO energy (alpha / beta) is -6.56 / -8.08 eV.

Results of the Löwdin charge analysis, in e, for atoms 1 through 6: atom 1 (H): 0.13, atom 2 (H): 0.03, atom 3 (C): -0.08, atom 4 (H): 0.10, atom 5 (H): 0.13, atom 6 (H): 0.13

=====

No. 2
Molecular formula: C17H21N5O3
Method: DFT, the ωB97M-V functional and the def2-TZVPD basis

Cartesian coordinates (Å):
H1 -4.498 0.979 2.463
H2 -5.507 1.372 1.041
N1 5.653 -0.456 0.059
C1 -1.377 -0.738 -0.998
C2 4.488 -1.007 -2.029
O1 -4.064 -3.016 0.049
C3 2.093 -1.314 0.240
C4 -1.026 1.665 -0.576
N2 1.207 -0.173 0.377
H3 1.601 0.407 -1.572
N3 -1.575 2.902 -0.643
C5 0.351 1.867 -0.653
H4 -1.696 -2.818 -1.325
H5 -3.589 -4.216 -1.577
H6 4.075 -1.988 -2.259
C6 0.496 3.258 -0.762
C7 -1.818 0.453 -0.440
H7 -4.420 -4.968 -0.193
H8 1.795 -2.052 0.989
H9 3.843 -0.249 -2.471
H10 1.404 3.823 -0.844
H11 -2.689 -4.566 -0.073
C8 3.538 -0.982 0.428
O2 -3.463 1.634 0.787
H12 0.761 -0.474 2.377
H13 -0.458 -0.737 -1.558
C9 -2.083 -1.921 -0.870
N4 4.072 -0.703 1.586
C10 1.138 0.321 1.735
C11 -3.274 -1.926 -0.159
C12 -3.041 0.444 0.264
H14 2.112 0.651 2.122
C13 1.472 0.880 -0.591
O3 5.356 -0.383 1.364
H15 -2.556 3.120 -0.573
H16 -4.706 2.674 1.955
C14 -3.746 -0.738 0.400
H17 2.401 1.435 -0.365
H18 -4.678 -0.786 0.937
H19 0.442 1.156 1.768
H20 1.951 -1.744 -0.756
C15 -3.653 -4.252 -0.484
H21 5.482 -0.921 -2.457
C16 -4.609 1.647 1.604
N5 -0.674 3.867 -0.759
C17 4.566 -0.816 -0.564

The SMILES is COc1ccc(-c2[nH]ncc2CN(C)Cc2nonc2C)c(OC)c1. As for the spin multiplicity: 1. As for the HOMO-LUMO gap: 8.457 eV. The value obtained for the energy above the lowest of the compared OMol25 structures with the same formula, charge and spin is 132.1 kcal/mol. The value obtained for the HOMO energy is -7.89 eV.

Results of the Löwdin charge analysis, in e, for atoms 1 through 6: atom 1 (H): 0.10, atom 2 (H): 0.10, atom 3 (N): 0.11, atom 4 (C): -0.01, atom 5 (C): -0.02, atom 6 (O): -0.08

=====

No. 3
Molecular formula: C4H8Cl2
Method: DFT, the ωB97M-V functional and the def2-TZVPD basis

Cartesian coordinates (Å):
H1 0.885 1.052 -1.259
H2 0.676 0.225 2.323
C1 -0.291 0.381 0.277
C2 -1.112 -0.560 -0.784
H3 -1.897 -1.041 -0.240
Cl1 0.325 -1.888 1.567
Cl2 -0.817 2.051 0.336
H4 -1.337 0.122 -1.543
C3 -0.157 -0.200 1.785
H5 -0.268 -1.194 -1.075
H6 1.780 1.213 0.167
C4 1.039 0.532 -0.340
H7 1.616 -0.412 -0.436
H8 -1.114 -0.088 2.243

The SMILES is CC(C)(Cl)CCl. As for the spin multiplicity: 1. As for the HOMO-LUMO gap: 11.302 eV. The value obtained for the energy above the lowest of the compared OMol25 structures with the same formula, charge and spin is 22.3 kcal/mol. The value obtained for the HOMO energy is -10.44 eV.

Results of the Löwdin charge analysis, in e, for atoms 1 through 6: atom 1 (H): 0.06, atom 2 (H): 0.06, atom 3 (C): -0.97, atom 4 (C): -0.06, atom 5 (H): 0.07, atom 6 (Cl): 0.60

=====

No. 4
Molecular formula: C15H52N14O15
Method: DFT, the ωB97M-V functional and the def2-TZVPD basis

Cartesian coordinates (Å):
H1 -3.099 4.391 3.205
O1 0.359 -4.613 -2.890
C1 -0.684 2.084 -4.338
C2 -2.988 4.174 1.336
O2 1.903 2.883 -1.952
N1 -3.963 1.085 -0.582
H2 -1.420 1.467 -3.822
C3 0.552 -6.054 -0.260
O3 -4.284 0.437 -2.753
H3 0.955 1.412 -0.998
O4 -1.244 -1.752 5.549
N2 2.085 -2.210 2.840
O5 -0.590 -4.033 0.774
H4 -4.212 3.052 -1.143
N3 -1.751 4.443 1.625
H5 -2.289 -0.770 3.659
H6 2.152 -1.830 1.907
H7 -0.471 -2.363 3.697
H8 0.547 -0.975 0.434
N4 -1.799 -4.198 -2.552
N5 3.265 3.445 -3.666
H9 2.482 0.856 1.005
H10 -2.745 -2.219 2.578
O6 0.778 -7.047 0.703
H11 0.329 -2.066 -2.323
H12 -4.595 3.765 2.542
O7 -3.435 3.863 0.238
H13 -1.814 -5.207 -2.502
N6 -0.496 -2.645 -2.257
H14 0.958 -3.833 -0.367
N7 1.609 -0.122 3.614
N8 2.648 -1.236 -1.757
C4 3.000 3.005 -2.443
H15 1.625 0.167 2.646
H16 -0.630 0.745 1.486
C5 -4.177 1.291 -1.848
H17 2.524 -3.084 3.094
H18 -0.585 -2.274 6.013
H19 5.065 3.036 -2.228
H20 -1.434 -2.270 -2.241
H21 -0.514 -3.078 0.712
O8 2.402 -0.985 0.445
H22 1.726 -6.940 0.808
H23 -2.421 -3.592 -2.037
H24 -0.193 3.537 -1.942
H25 -4.264 -1.183 4.215
H26 2.385 4.716 1.305
C6 -0.970 0.060 0.709
H27 -4.080 0.137 -0.253
H28 -1.803 3.901 -4.254
H29 -1.408 4.341 2.569
H30 -4.696 2.787 -2.914
H31 0.540 1.679 -3.128
C7 -1.397 -2.422 4.270
H32 2.525 3.588 -4.338
H33 -1.637 0.393 -1.280
C8 2.203 2.692 1.328
N9 -3.647 4.089 2.412
H34 -0.935 2.183 -5.394
H35 -2.052 -0.004 0.832
C9 -0.536 -3.862 -2.593
H36 3.238 -1.711 -2.425
C10 -2.590 -1.815 3.579
O9 0.373 0.712 -1.301
O10 -0.339 -1.210 0.718
H37 4.224 3.488 -3.983
H38 3.947 2.893 -0.823
H39 -0.109 4.244 -4.045
N10 -4.362 2.532 -1.996
O11 -1.054 3.487 -2.364
C11 2.898 -1.478 -0.539
C12 -0.868 0.808 -0.629
N11 3.708 -2.480 -0.459
H40 -1.122 4.318 0.844
O12 0.593 1.538 -4.076
H41 1.349 0.399 4.440
H42 -1.110 1.858 -0.464
H43 1.357 -6.252 -0.967
C13 0.632 -4.602 0.333
H44 -1.598 -3.486 4.399
H45 4.062 -2.827 -1.339
O13 1.008 2.621 1.000
H46 1.952 -0.530 -1.953
C14 1.961 -1.363 3.855
H47 3.954 1.605 1.654
H48 1.386 -4.419 1.099
N12 2.831 3.817 1.425
H49 -3.915 1.777 0.151
O14 2.244 -1.777 4.961
O15 -3.750 -1.984 4.338
H50 3.795 3.840 1.723
C15 -0.892 3.533 -3.781
N13 3.009 1.665 1.302
H51 -0.354 -6.268 -0.827
N14 4.150 2.935 -1.812
H52 4.034 -2.702 0.471

As for the spin multiplicity: 2. The charge is -1. As for the HOMO-LUMO gap (alpha / beta): 2.059 / 8.910 eV. Its expectation value of S² is 0.750. The value obtained for the HOMO energy (alpha / beta) is -0.18 / -7.07 eV.

Results of the Löwdin charge analysis, in e, for atoms 1 through 6: atom 1 (H): 0.11, atom 2 (O): 0.04, atom 3 (C): -0.23, atom 4 (C): -0.77, atom 5 (O): 0.02, atom 6 (N): 0.15

=====

No. 5
Molecular formula: C23H20BrN5Ti
Method: DFT, the ωB97M-V functional and the def2-TZVPD basis

Cartesian coordinates (Å):
C1 2.958 0.529 -1.804
C2 4.545 -0.045 1.571
C3 -2.742 -0.693 -1.342
C4 -0.553 2.670 0.128
H1 -2.349 -2.634 3.419
H2 0.088 4.203 -3.261
C5 0.938 -1.842 3.491
C6 -1.262 -1.621 1.843
N1 -1.878 -0.848 -0.319
C7 0.051 2.431 -2.068
N2 0.810 -2.802 -2.277
N3 2.042 -0.207 0.348
C8 2.223 -0.636 1.637
C9 -4.098 -1.000 -1.191
H3 -2.619 0.778 -2.894
H4 -4.009 -2.126 1.986
H5 -5.617 -1.732 0.137
Br1 -0.771 1.768 1.809
H6 3.796 0.090 -2.353
H7 3.021 1.604 -1.993
H8 5.519 0.025 2.039
H9 2.022 0.126 -2.224
C10 3.114 0.220 -0.352
H10 -1.119 -0.196 -2.700
H11 -2.588 -0.868 -3.453
H12 -4.766 -0.856 -2.029
C11 0.559 -1.934 -1.569
C12 -0.112 3.790 -2.282
C13 -0.283 -2.363 3.905
H13 0.358 1.797 -2.897
C14 1.021 -1.231 2.240
C15 4.372 0.327 0.250
C16 -0.768 4.028 0.004
C17 -2.222 -0.213 -2.656
C18 -4.568 -1.494 0.013
N4 -0.060 -1.163 1.436
N5 -0.155 1.845 -0.862
Ti1 0.065 -0.160 -0.276
C19 3.454 -0.558 2.272
H14 3.582 -0.898 3.288
C20 -3.662 -1.711 1.052
C21 -1.401 -2.242 3.085
H15 -0.658 5.679 -1.378
H16 5.206 0.685 -0.338
H17 -0.365 -2.856 4.865
H18 1.034 -3.572 -2.902
C22 -0.528 4.612 -1.238
C23 -2.326 -1.393 0.854
H19 -1.102 4.611 0.851
H20 1.798 -1.925 4.138

As for the spin multiplicity: 1. The charge is +4. As for the HOMO-LUMO gap: 5.704 eV. The value obtained for the HOMO energy is -21.02 eV.

Results of the Löwdin charge analysis, in e, for atoms 1 through 6: atom 1 (C): 0.01, atom 2 (C): 0.07, atom 3 (C): -0.25, atom 4 (C): -0.62, atom 5 (H): 0.15, atom 6 (H): 0.15

=====

No. 6
Molecular formula: C18H17NO4
Method: DFT, the ωB97M-V functional and the def2-TZVPD basis

Cartesian coordinates (Å):
C1 -0.693 3.925 -0.564
H1 -1.744 -0.865 1.644
H2 -2.421 0.741 1.374
H3 -2.092 -1.494 -0.683
C2 1.787 0.743 0.329
O1 -4.455 -1.831 -0.632
C3 -3.991 -0.687 -0.120
H4 -2.370 0.190 -1.149
C4 -1.805 -0.045 0.928
N1 -0.230 1.736 0.168
H5 1.974 -1.636 1.735
H6 2.651 3.313 -0.586
C5 1.588 3.177 -0.472
C6 0.982 -1.538 1.302
H7 5.850 -3.223 -0.468
H8 -6.042 -3.039 -0.933
C7 3.759 -0.742 -0.075
C8 -2.504 -0.543 -0.350
H9 -1.410 4.699 -0.781
H10 3.343 -3.548 -1.478
O2 -4.680 0.122 0.444
O3 3.009 -1.653 -0.737
C9 5.025 -1.240 0.119
O4 4.004 1.529 0.402
C10 -1.126 2.716 -0.115
C11 0.685 4.166 -0.747
C12 5.032 -2.533 -0.442
H11 0.870 -2.292 0.524
H12 0.245 -1.740 2.078
H13 5.830 -0.734 0.612
C13 -0.437 0.469 0.641
H14 -6.132 -2.055 0.562
H15 -6.418 -1.290 -1.013
H16 1.014 5.129 -1.103
C14 3.230 0.593 0.251
H17 -2.171 2.494 0.034
C15 0.784 -0.169 0.746
C16 3.781 -2.722 -0.952
C17 1.130 1.940 -0.002
C18 -5.851 -2.064 -0.492

The SMILES is COC(=O)CCc1c(C)c(C(=O)c2ccco2)c2ccccn12. As for the spin multiplicity: 1. As for the HOMO-LUMO gap: 7.850 eV. The value obtained for the energy above the lowest of the compared OMol25 structures with the same formula, charge and spin is 32.7 kcal/mol. The value obtained for the HOMO energy is -7.48 eV.

Results of the Löwdin charge analysis, in e, for atoms 1 through 6: atom 1 (C): -0.07, atom 2 (H): 0.12, atom 3 (H): 0.11, atom 4 (H): 0.13, atom 5 (C): -0.05, atom 6 (O): -0.04

=====

Q: What is the spin multiplicity in the sixth record?
A: 1